No. 1
Density functional theory data (ωB97M-V/def2-TZVPD) for C34H38MgN5SbSe5 as an isolated structure.

## Properties
- relative energy (zero: lowest compared OMol25 entry of this formula, charge and spin) (kcal/mol) = 0.0
- energy (Eh) = -14039.9669
- charge = -2

```
84
Properties=species:S:1:pos:R:3:mulliken_charge:R:1
Sb 1.355 3.854 -2.966 0.09
Se 1.373 1.316 -3.533 -0.64
Se -2.047 -1.118 0.767 -0.35
Se 1.402 3.445 -0.410 -0.10
Se -0.982 4.473 -3.556 -0.85
Se 3.079 4.904 0.340 -0.86
Mg 1.699 0.066 -1.311 0.73
N 3.374 -1.342 -1.324 0.71
N -0.264 -3.628 -2.265 0.04
N -1.941 1.682 0.106 1.38
N 0.306 -1.559 -1.849 0.87
N -1.791 1.333 2.249 1.43
C -4.488 0.972 -1.501 -0.04
C 0.316 -2.788 -1.379 -0.20
C -2.804 0.821 4.441 -0.78
C 3.808 -0.965 2.316 -0.86
C 3.945 -1.441 -0.137 1.61
C -1.984 1.494 -1.350 1.05
C 1.712 0.793 1.874 -0.10
C 3.279 -0.261 3.377 -0.95
C 2.198 0.090 0.759 -0.05
C -1.465 5.030 2.437 -0.86
C -3.891 -1.464 4.134 -1.16
C 5.089 -2.749 -2.321 1.25
C 0.796 -3.215 -0.038 -0.97
C -1.583 0.689 3.533 -1.33
C -1.530 3.751 2.970 -0.96
C -1.775 4.215 0.165 -0.57
C -1.594 5.255 1.063 -0.71
C -1.733 2.715 2.068 0.55
C 5.170 -2.178 0.009 -0.95
C 5.598 -3.400 -3.471 -0.86
C -3.331 1.866 -1.947 -0.84
C 2.241 0.646 3.144 -0.79
C 3.930 -1.965 -2.418 -0.07
C 3.292 -0.765 1.023 0.29
C -4.023 0.046 3.945 0.00
C 3.307 -1.809 -3.682 -0.30
C -4.436 -0.423 -2.124 -0.99
C -1.915 0.711 1.041 -0.75
C 3.818 -2.443 -4.775 -0.97
C -0.676 -2.889 -3.361 -1.19
C 4.972 -3.259 -4.674 -0.49
C -1.848 2.941 0.711 0.50
C 5.711 -2.818 -1.049 -1.02
C -0.312 -1.611 -3.093 -0.47
H 3.682 -0.396 4.374 0.33
H -1.491 6.260 0.674 0.43
H -4.173 0.262 2.883 -0.07
H -1.205 2.122 -1.786 -0.89
H -1.398 3.571 4.029 0.41
H -3.632 -1.707 5.170 0.36
H 1.859 1.249 3.961 0.48
H 1.438 -2.446 0.389 -0.05
H -0.428 -0.714 -3.683 0.41
H -4.826 -1.975 3.893 0.35
H 0.910 1.511 1.730 0.28
H -0.393 -4.613 -2.124 0.17
H -1.340 -0.353 3.328 0.58
H -1.275 5.867 3.096 0.34
H -0.709 1.152 3.995 0.13
H -3.564 -0.977 -1.771 0.02
H -1.731 0.452 -1.537 -0.73
H 6.635 -3.377 -0.941 0.38
H 6.493 -4.005 -3.377 0.37
H -4.912 0.407 4.471 0.39
H -5.323 -1.010 -1.868 0.37
H -0.050 -3.329 0.642 0.23
H 4.605 -1.674 2.511 0.27
H -1.169 -3.336 -4.207 0.48
H -1.796 4.394 -0.908 0.17
H -5.433 1.455 -1.768 0.39
H -3.053 1.881 4.537 0.36
H -3.214 1.824 -3.033 0.54
H 1.346 -4.157 -0.095 0.44
H -3.536 2.913 -1.714 0.36
H -2.524 0.465 5.440 0.50
H -3.120 -1.867 3.475 0.17
H 3.342 -2.298 -5.737 0.43
H 5.364 -3.755 -5.554 0.37
H -4.380 -0.353 -3.216 0.34
H 2.457 -1.142 -3.773 0.22
H -4.482 0.880 -0.408 -0.05
H 5.665 -2.202 0.967 0.32
```

=====

No. 2
Density functional theory data (ωB97M-V/def2-TZVPD) for a 2-piece molecular cluster, C5H13NO overall.

## Properties
- SMILES = C=C(CC)NC.O
- relative energy (zero: lowest compared OMol25 entry of this formula, charge and spin) (kcal/mol) = 37.5
- energy (Eh) = -328.2590
- charge = 0

```
20
Properties=species:S:1:pos:R:3:mulliken_charge:R:1
O -0.117 -1.478 -2.436 -0.63
N 0.446 1.303 -0.310 -0.23
C 0.615 -0.001 0.220 0.24
C 1.765 -0.637 -0.070 -0.74
C -0.530 -0.772 0.767 -0.60
C -0.908 -0.394 2.229 -1.19
C -0.796 2.010 -0.016 -0.91
H 0.110 -0.611 -2.098 0.36
H -0.372 -1.845 0.715 0.47
H -0.751 2.956 -0.561 0.37
H -0.846 -1.309 -3.063 0.30
H -0.220 -0.944 2.879 0.31
H -1.674 1.491 -0.451 0.29
H 1.229 1.924 -0.176 0.26
H -1.066 2.189 1.029 0.26
H -1.474 -0.712 0.220 0.27
H 1.920 -1.698 0.078 0.28
H 2.622 -0.137 -0.510 0.24
H -1.914 -0.634 2.562 0.35
H -0.737 0.656 2.414 0.30
```

=====

Which of these has the lowest charge?
C34H38MgN5SbSe5